Record 1
C29H20BrN3O6Ru | ωB97M-V/def2-TZVPD

```
60
Properties=species:S:1:pos:R:3:forces:R:3
Ru 0.11073 0.14580 0.30818 -2.2 -0.5 -0.9
O -0.57657 1.95131 1.00984 1.1 -0.2 0.8
C -0.40749 3.04696 0.44039 -0.2 0.1 0.2
C -0.31784 3.24253 -0.95057 0.3 0.0 -0.2
C -0.35814 4.56176 -1.44712 0.0 0.1 0.2
C -0.40294 4.77048 -2.78766 0.0 -0.2 -0.1
C -0.41357 3.69159 -3.68582 0.0 0.1 0.0
C -0.34101 2.40827 -3.21880 0.0 -0.2 0.0
C -0.26265 2.14206 -1.83637 0.0 0.1 -0.1
O -0.14853 0.89267 -1.46280 0.4 -0.4 0.0
N -0.47216 6.14523 -3.30546 0.0 0.0 0.0
O -0.52636 6.27913 -4.50783 0.0 0.0 -0.1
O -0.47049 7.04556 -2.49434 0.0 0.0 0.1
H -0.37656 3.94249 1.06988 -0.3 0.0 0.1
H -0.37000 5.40654 -0.77043 0.0 0.0 0.0
H -0.47891 3.90077 -4.74462 0.0 0.0 0.0
H -0.34436 1.56424 -3.89437 0.0 0.0 0.0
C 0.75031 -2.14892 -1.85102 0.1 0.0 -0.1
O -0.17959 -1.84822 -0.79004 0.7 0.3 0.2
C -1.07110 -2.76938 -0.29370 0.2 -0.1 0.0
C -1.22316 -4.07115 -0.72223 0.0 0.0 -0.1
C -2.20000 -4.86540 -0.12575 -0.1 0.0 0.0
Br -2.39928 -6.64714 -0.70446 0.0 0.0 0.0
C -3.01895 -4.37428 0.86798 0.0 0.0 0.0
C -2.84429 -3.06273 1.30903 -0.2 -0.1 0.1
C -1.85911 -2.27449 0.73642 0.1 0.3 0.1
O -1.62833 -1.00572 1.16712 0.8 0.4 -0.4
C -3.65040 -2.44260 2.35703 0.0 -0.2 0.0
N -3.44306 -1.19685 2.72515 -0.3 0.0 0.3
C -4.36838 -0.92208 3.72334 0.0 0.0 0.0
C -4.59798 0.23990 4.45638 0.0 0.0 0.0
C -5.60229 0.20441 5.39948 0.0 0.0 0.0
C -6.36887 -0.95288 5.61753 0.0 0.0 0.0
C -6.15687 -2.10610 4.89146 0.0 0.0 0.0
C -5.14169 -2.06330 3.94183 0.0 0.0 0.0
N -4.65896 -3.01461 3.05301 0.0 0.0 0.1
H 0.57999 -3.13139 -2.27453 -0.1 0.0 0.0
H 1.75796 -2.08840 -1.44652 0.0 0.0 0.1
H 0.61633 -1.38632 -2.61299 0.0 0.0 0.0
H -0.61299 -4.49280 -1.50514 0.0 0.0 0.0
H -3.78196 -5.00982 1.29489 0.0 0.0 0.0
H -2.34806 -0.79437 1.92820 -0.3 0.1 0.3
H -4.00916 1.13071 4.28550 0.0 0.0 0.0
H -5.81138 1.08635 5.98934 0.0 0.0 0.0
H -7.14264 -0.93681 6.37258 0.0 0.0 0.0
H -6.74978 -2.99620 5.05264 0.0 0.0 0.0
H -5.00116 -3.95421 2.95304 0.0 0.0 0.0
C 1.94777 -0.03038 0.70617 -0.5 0.5 -0.3
C 3.14699 -0.12350 0.90360 0.4 -0.1 0.1
C 4.54164 -0.24154 1.18309 -0.1 0.0 0.0
C 5.27091 0.87964 1.59022 0.0 0.0 0.1
C 6.61343 0.75635 1.90114 0.0 0.1 0.0
C 7.23895 -0.47946 1.80574 0.0 0.0 0.0
C 6.52712 -1.59193 1.37807 0.0 0.0 0.0
C 5.18378 -1.47771 1.06710 0.0 0.0 -0.1
H 4.77279 1.83714 1.66165 0.0 0.0 0.0
H 7.17361 1.62614 2.21645 0.0 0.0 0.0
H 8.28512 -0.57520 2.06425 0.0 0.0 0.0
H 7.02073 -2.54966 1.28346 0.0 0.0 0.0
H 4.62049 -2.33895 0.73321 0.0 0.0 0.0
```
Forces are in eV/Å.

Properties
Highest occupied orbital energy (alpha / beta) in eV: -10.903 / -11.147
Charge: +1
Spin multiplicity: 2
Molar mass in g mol⁻¹: 687.5
<S²>: 0.77
Energy relative to the best compared isomer or geometry (same formula, charge and spin) in kcal/mol: 0.0
LUMO (alpha / beta) in eV: -3.93 / -4.43

Here are the Löwdin charges for atoms 1 to 4, given in e:
1. Ru 1.38
2. O -0.10
3. C -0.13
4. C -0.12

=====

Record 2
C4H9N | ωB97M-V/def2-TZVPD

```
14
Properties=species:S:1:pos:R:3:forces:R:3
C 0.95841 -0.31433 1.35547 -0.9 0.4 2.5
C 0.92440 0.02715 -0.10098 0.6 1.1 -0.3
C 0.24864 -0.71042 -1.17155 0.2 -0.8 -0.2
N -0.21185 0.63050 -0.88390 1.6 -0.6 -0.6
C -1.53402 0.81687 -0.40798 -0.5 0.3 1.5
H 1.83906 -0.94051 1.62074 -0.7 0.0 -0.5
H 0.00974 -0.76209 1.77883 1.0 -0.1 -0.8
H 1.07137 0.55328 2.09411 0.0 -0.5 -1.5
H 1.91074 0.40661 -0.45619 -0.9 0.2 0.4
H 0.82244 -0.81485 -2.07169 0.1 0.0 -0.6
H -0.29704 -1.62839 -0.95869 -0.5 0.4 0.3
H -2.29007 0.83643 -1.18262 0.2 -0.4 -0.6
H -1.84396 0.08972 0.35309 -0.1 -0.1 0.0
H -1.60787 1.81005 0.03137 0.1 0.1 0.3
```
Forces are in eV/Å.

Properties
Highest occupied orbital energy in eV: -8.655
Charge: 0
SMILES: C[C@H]1CN1C
Molar mass in g mol⁻¹: 71.1
Energy relative to the best compared isomer or geometry (same formula, charge and spin) in kcal/mol: 37.0
LUMO in eV: 1.17

Here are the Löwdin charges for atoms 1 to 4, given in e:
1. C -0.09
2. C -0.32
3. C -0.16
4. N -0.12

=====

Record 3
C34H42BrIrN7O3 | ωB97M-V/def2-TZVPD

```
88
Properties=species:S:1:pos:R:3:forces:R:3
Ir -0.46044 0.83032 -1.43017 0.7 -0.8 0.7
O -0.81285 1.33945 -5.41420 0.1 0.0 0.0
C -0.89352 1.01009 -4.26152 -0.3 0.1 0.1
N -0.97170 1.80702 -3.12786 0.3 0.2 0.1
C -1.19723 3.18237 -3.27947 -0.3 0.0 0.1
O -0.98378 3.80029 -4.28834 0.2 0.0 0.0
C -1.85036 3.86192 -2.09785 0.0 -0.1 0.1
C -2.16470 5.21050 -2.18720 0.1 0.0 -0.1
C -2.79572 5.80956 -1.11045 0.0 0.0 0.1
C -3.07948 5.04666 0.01352 0.0 0.1 0.0
C -2.73012 3.70724 0.01255 0.1 0.0 -0.2
N -2.13886 3.12240 -1.02849 0.1 -0.2 0.1
C -1.07856 -0.43976 -3.88892 0.1 0.0 0.0
C -1.18802 -1.43418 -4.84079 -0.1 0.1 0.0
C -1.42557 -2.72972 -4.41707 0.0 0.0 0.1
C -1.56969 -2.97579 -3.05538 0.0 0.0 0.0
C -1.43739 -1.93473 -2.16087 -0.1 0.1 0.0
N -1.17564 -0.68696 -2.57686 -0.1 -0.1 0.0
H -1.91562 5.74866 -3.09103 0.0 0.0 0.0
H -3.06690 6.85616 -1.14583 0.0 0.0 0.0
H -3.57324 5.47876 0.87275 0.0 0.0 0.0
H -2.92676 3.07780 0.87272 0.0 0.1 0.0
H -1.10173 -1.15505 -5.88207 0.0 0.0 0.0
H -1.51399 -3.53626 -5.13224 0.0 0.0 0.0
H -1.78601 -3.96750 -2.68430 0.0 0.0 0.0
H -1.55753 -2.08550 -1.09771 0.1 0.0 0.0
C -2.21742 -2.57516 5.66358 0.0 0.0 0.0
C -2.67670 -3.08580 4.28330 0.0 0.0 0.0
C -4.19442 -2.93669 4.17974 0.0 0.0 0.0
C -2.31174 -4.57413 4.13895 0.0 0.0 0.0
C -1.94273 -2.29529 3.22221 0.0 0.0 0.0
C -2.61632 -1.44370 2.31959 0.0 0.0 0.0
C -1.90461 -0.78044 1.37112 0.0 0.0 0.0
Br -2.80772 0.34995 0.16812 0.1 0.1 -0.1
C -0.47355 -0.92276 1.21823 -0.1 -0.1 0.0
O 0.13333 -0.46315 0.20444 0.0 0.2 -0.2
C 0.23244 -1.68330 2.23788 0.0 0.0 0.0
C -0.53598 -2.36227 3.14738 0.0 0.0 0.0
C 1.75947 -1.76465 2.36892 0.0 0.0 0.0
C 2.19486 -3.21161 2.08493 0.0 0.0 0.0
C 2.13320 -1.38821 3.81529 0.0 0.0 0.0
C 2.55474 -0.82986 1.44922 0.0 0.0 0.0
H -2.75844 -3.11750 6.43920 0.0 0.0 0.0
H -2.42949 -1.51173 5.78360 0.0 0.0 0.0
H -1.15142 -2.73574 5.82666 0.0 0.0 0.0
H -4.66480 -3.55694 4.94154 0.0 0.0 0.0
H -4.57335 -3.26801 3.21082 0.0 0.0 0.0
H -4.51908 -1.90934 4.35527 0.0 0.0 0.0
H -2.82853 -5.14188 4.91261 0.0 0.0 0.0
H -1.24326 -4.75429 4.25724 0.0 0.0 0.0
H -2.62297 -4.96530 3.16896 0.0 0.0 0.0
H -3.68857 -1.32635 2.37242 0.0 0.0 0.0
H -0.03310 -2.97343 3.88294 0.0 0.0 0.0
H 1.78954 -3.91113 2.81615 0.0 0.0 0.0
H 3.28272 -3.28163 2.12564 0.0 0.0 0.0
H 1.86999 -3.53445 1.09271 0.0 0.0 0.0
H 1.68681 -2.05339 4.55241 0.0 0.0 0.0
H 1.82302 -0.36784 4.04748 0.0 0.0 0.0
H 3.21503 -1.45057 3.93405 0.0 0.0 0.0
H 2.55660 -1.16713 0.41444 0.0 0.0 0.0
H 3.59160 -0.82973 1.78788 0.0 0.0 0.0
H 2.18767 0.19607 1.47622 0.0 0.0 0.0
C 2.11103 5.31691 -0.39950 0.0 0.0 0.0
N 2.37413 3.93477 0.02931 -0.1 0.0 0.0
C 3.72082 3.54926 0.47372 0.0 0.0 -0.1
C 1.47391 3.02381 -0.17204 0.1 0.0 0.2
N 0.65709 2.21031 -0.28992 -0.7 0.2 -0.6
H 2.42622 5.99560 0.39030 0.0 0.0 0.0
H 1.04388 5.44233 -0.57117 0.0 0.0 0.0
H 2.65622 5.54235 -1.31597 0.0 0.0 0.0
H 4.19813 4.43437 0.88595 0.0 0.0 0.0
H 4.31882 3.17325 -0.35662 0.0 0.0 0.0
H 3.64965 2.79387 1.25289 0.0 0.0 0.0
C 3.41585 -2.51520 -3.03557 0.0 0.0 0.0
C 2.75526 -1.18352 -2.96750 0.0 0.0 -0.1
C 2.99223 -0.00637 -3.64798 0.1 0.0 0.1
C 2.06729 0.93040 -3.17525 0.1 0.1 0.1
N 1.29840 0.34312 -2.24478 -0.1 0.0 -0.3
N 1.71866 -0.94384 -2.15021 -0.2 0.0 0.1
C 1.97095 2.36476 -3.56472 0.0 0.0 0.0
H 4.40427 -2.42124 -3.47763 0.0 0.0 0.0
H 2.83229 -3.19795 -3.65464 0.0 0.0 0.0
H 3.52244 -2.95794 -2.04490 0.0 0.0 0.0
H 3.75820 0.17160 -4.38315 0.0 0.0 0.0
H 1.34276 -1.51792 -1.41186 0.0 0.0 0.0
H 2.97474 2.78657 -3.61571 0.0 0.0 0.0
H 1.38604 2.93590 -2.84961 0.0 0.0 0.0
H 1.50931 2.47845 -4.54750 0.0 0.0 0.0
```
Forces are in eV/Å.

Properties
Highest occupied orbital energy (alpha / beta) in eV: -13.927 / -14.003
Charge: +2
Spin multiplicity: 2
Molar mass in g mol⁻¹: 868.9
<S²>: 0.77
Energy relative to the best compared isomer or geometry (same formula, charge and spin) in kcal/mol: 29.8
LUMO (alpha / beta) in eV: -5.48 / -7.89

Here are the Löwdin charges for atoms 1 to 4, given in e:
1. Ir 1.30
2. O 0.15
3. C -0.45
4. N -0.04

=====

Record 4
C35H32N7O3Pt | ωB97M-V/def2-TZVPD

```
78
Properties=species:S:1:pos:R:3:forces:R:3
Pt 0.44409 -0.14380 0.00400 0.0 0.1 0.0
C -0.19638 -0.35996 4.34381 0.0 0.0 0.0
O -1.14847 0.55452 3.71174 0.1 0.0 0.0
C -0.86956 0.50616 2.43155 -0.1 0.0 0.1
N 0.23703 -0.05072 2.06533 0.1 0.1 0.0
C 0.92124 -0.51398 3.29772 0.0 0.0 0.0
C 1.47337 -1.90726 3.17098 0.0 0.0 0.0
C 2.81329 -2.15181 3.44662 0.0 0.0 0.0
C 3.32840 -3.43581 3.34023 0.0 0.0 0.0
C 2.49834 -4.48029 2.96077 0.0 0.0 0.0
C 1.15812 -4.23919 2.68698 0.0 0.0 0.0
C 0.64422 -2.95628 2.78733 0.0 0.0 0.0
C -1.82422 1.01604 1.42387 0.0 0.0 0.0
C -3.10347 1.51322 1.60907 0.0 0.0 0.0
C -3.86298 1.77331 0.47394 0.0 0.1 0.0
C -3.35870 1.51265 -0.79826 0.0 0.0 0.0
C -2.07383 1.01342 -0.88548 0.0 0.0 -0.1
N -1.34144 0.81779 0.20704 0.0 0.0 0.1
C -1.33560 0.52285 -2.06861 -0.1 0.0 0.0
N -0.14774 0.04269 -1.93404 0.0 -0.1 0.0
C 0.32013 -0.44070 -3.24254 0.0 0.0 0.0
C -0.92194 -0.18598 -4.13272 0.0 0.0 0.0
O -1.86909 0.51986 -3.26811 0.0 0.0 0.0
C 1.56866 0.27967 -3.68974 0.0 0.0 0.0
C 2.69535 -0.44290 -4.05828 0.0 0.0 0.0
C 3.83466 0.21607 -4.50361 0.0 0.0 0.0
C 3.85362 1.60201 -4.57318 0.0 0.0 0.0
C 2.73113 2.33029 -4.19471 0.0 0.0 0.0
C 1.59446 1.67049 -3.75436 0.0 0.0 0.0
H -0.73408 -1.29054 4.51845 0.0 0.0 0.0
H 0.12799 0.08880 5.27657 0.0 0.0 0.0
H 1.74220 0.17828 3.51238 0.0 0.0 0.0
H 3.45648 -1.33911 3.77051 0.0 0.0 0.0
H 4.37076 -3.62178 3.56380 0.0 0.0 0.0
H 2.89442 -5.48449 2.88299 0.0 0.0 0.0
H 0.50943 -5.05148 2.38654 0.0 0.0 0.0
H -0.39546 -2.77087 2.54300 0.0 0.0 0.0
H -3.50027 1.64813 2.60524 0.0 0.0 0.0
H -4.87856 2.12730 0.57786 0.0 0.0 0.0
H -3.96797 1.63722 -1.68169 0.0 0.0 0.0
H 0.52661 -1.50713 -3.15087 0.0 0.0 0.0
H -1.40941 -1.10160 -4.45590 0.0 0.0 0.0
H -0.71604 0.45692 -4.98379 0.0 0.0 0.0
H 2.68563 -1.52471 -3.99113 0.0 0.0 0.0
H 4.70342 -0.35582 -4.80311 0.0 0.0 0.0
H 4.73501 2.11537 -4.93521 0.0 0.0 0.0
H 2.73843 3.41079 -4.25779 0.0 0.0 0.0
H 0.71877 2.24332 -3.46631 0.0 0.0 0.0
C 3.47939 1.13983 1.55112 0.0 0.0 0.0
N 4.26316 1.35104 0.30472 0.0 0.0 0.0
C 5.66760 0.89122 0.47984 0.0 0.0 0.0
C 3.57937 0.72388 -0.91132 0.0 0.0 0.0
C 3.35893 -0.74872 -0.76751 0.0 0.0 0.0
C 4.38964 -1.61735 -1.14200 0.0 0.0 0.0
C 4.22297 -2.98722 -1.07040 0.0 0.0 0.0
C 2.99864 -3.49146 -0.64380 0.0 0.0 0.0
C 1.96756 -2.63303 -0.29962 0.0 0.0 0.0
C 2.11643 -1.23905 -0.34076 0.0 0.0 0.0
H 3.97819 1.65289 2.37055 0.0 0.0 0.0
H 3.43137 0.06779 1.73111 0.0 0.0 0.0
H 2.47124 1.51914 1.39955 0.0 0.0 0.0
H 4.29037 2.35289 0.11953 0.0 0.0 0.0
H 5.65131 -0.17323 0.69650 0.0 0.0 0.0
H 6.11431 1.43960 1.30560 0.0 0.0 0.0
H 6.21907 1.07664 -0.43840 0.0 0.0 0.0
H 4.21795 0.96931 -1.76087 0.0 0.0 0.0
H 2.62838 1.24686 -1.00649 0.0 0.0 0.0
H 5.32198 -1.21317 -1.52500 0.0 0.0 0.0
H 5.02386 -3.65281 -1.36381 0.0 0.0 0.0
H 2.84093 -4.56193 -0.59793 0.0 0.0 0.0
H 1.00818 -3.04420 -0.01169 0.0 0.0 0.0
O -1.34312 -2.33091 0.13038 0.0 -0.1 -0.1
N -2.46234 -1.97691 -0.31566 0.1 -0.1 0.0
C -3.39570 -1.71753 0.60461 0.0 0.3 0.0
C -3.07122 -1.75912 1.99383 -0.3 -0.4 0.0
N -2.79380 -1.80808 3.11190 0.1 0.1 0.0
C -4.65762 -1.23125 0.16738 -0.1 -0.3 0.1
N -5.68538 -0.83064 -0.16771 0.1 0.1 0.0
```
Forces are in eV/Å.

Properties
Highest occupied orbital energy in eV: -10.152
Charge: +1
Molar mass in g mol⁻¹: 793.8
Energy relative to the best compared isomer or geometry (same formula, charge and spin) in kcal/mol: 0.0
LUMO in eV: -3.39

Here are the Löwdin charges for atoms 1 to 4, given in e:
1. Pt 1.17
2. C -0.03
3. O 0.05
4. C -0.32